Computed, not measured: a single C5H8N2 molecule, with the ωB97M-V functional and the def2-TZVPD basis.

Properties
HOMO energy   -8.38 eV
F_max   0.0168 hartree/bohr
Orbital gap   0.3184 Eh
LUMO level   0.0105 Eh
Relative energy (zero: lowest compared OMol25 entry of this formula, charge and spin)   76.6 kcal per mole
Energy   -8291.676 eV

ORCA input file:
```
! RIJCOSX wB97M-V def2-TZVPD def2/J DEFGRID3
* xyz 0 1
C -1.0045 -1.7007 0.1139
N 0.1593 -1.8248 0.9714
C 1.2201 -1.1537 0.7640
C 1.5264 -0.1166 -0.2626
C 0.7933 0.9899 -0.4473
C -0.3882 1.2528 0.4050
N -1.1144 2.2349 -0.0987
H -0.8041 -1.2669 -0.8766
H -1.4087 -2.7097 -0.0112
H -1.7709 -1.0852 0.5996
H 2.0707 -1.3799 1.4199
H 2.4550 -0.2542 -0.8234
H 1.1225 1.7226 -1.2002
H -1.9327 2.5423 0.4137
H -0.9237 2.7493 -0.9677
*
```

=====

Computed, not measured: C17H36Br4N4O3 as an isolated structure in a non-equilibrium geometry, with the ωB97M-V functional and the def2-TZVPD basis.

Properties
HOMO energy   -8.20 eV
F_max   0.2580 hartree/bohr
Orbital gap   0.3138 Eh
LUMO level   0.0126 Eh
Relative energy (zero: lowest compared OMol25 entry of this formula, charge and spin)   545.3 kcal per mole
Energy   -310460.838 eV

ORCA input file:
```
! RIJCOSX wB97M-V def2-TZVPD def2/J DEFGRID3
* xyz 0 1
C 0.9393 -0.0768 -0.7918
O 2.0594 -0.5200 -0.5286
N -0.2199 -0.7071 -0.8548
C -1.5289 -0.0973 -0.8021
C -0.2881 -2.1811 -0.9221
H 0.6913 0.9956 -0.8175
H -1.4619 0.9683 -0.5825
H -2.2215 -0.6147 -0.1383
H -2.0220 -0.2197 -1.7665
H 0.6274 -2.7670 -0.8398
H -0.8821 -2.6032 -0.1115
H -0.6886 -2.4319 -1.9043
C -1.2031 2.4473 -1.3914
O -0.4708 1.6698 -1.9823
N -0.7644 3.2217 -0.3527
C -1.5540 4.0829 0.4805
C 0.6054 2.9340 0.1558
H -2.2559 2.7128 -1.5741
H -0.9730 4.9051 0.8982
H -2.1669 3.5960 1.2391
H -2.3292 4.5254 -0.1450
H 1.1061 3.8578 0.4455
H 0.5760 2.3369 1.0673
H 1.2626 2.4610 -0.5739
C -2.7713 -1.3132 1.8674
O -3.2712 -0.2033 1.8959
N -3.1639 -2.1439 0.8644
C -2.4382 -3.2938 0.5108
C -4.1209 -1.6936 -0.1284
H -1.9440 -1.7476 2.4497
H -1.8740 -3.6193 1.3848
H -1.8257 -2.9622 -0.3277
H -3.0465 -4.0856 0.0735
H -4.9543 -2.3834 -0.2618
H -4.5320 -0.7000 0.0505
H -3.5280 -1.6493 -1.0419
C 1.2516 0.5870 4.3626
C 1.8671 0.2787 3.0322
C 0.9430 0.0252 1.8475
C -0.0046 -1.0704 1.8825
N -0.7865 -1.9474 1.8855
H 1.3589 1.6460 4.5974
H 1.8720 0.0786 5.1006
H 0.2758 0.1195 4.4945
H 2.5157 -0.5924 3.1249
H 2.5923 1.0844 2.9179
H 1.4828 -0.2397 0.9384
H 0.6038 1.0116 1.5310
Br -0.6366 -2.7557 -3.5991
C 0.9872 -1.7276 -3.3247
C 1.9871 -2.6011 -2.5783
Br 3.6764 -1.5655 -2.3389
H 0.7053 -0.8244 -2.7835
H 1.3948 -1.5002 -4.3098
H 2.3157 -3.5003 -3.0994
H 1.6074 -2.9518 -1.6186
Br 3.6146 1.0594 -3.1093
C 3.7970 1.7506 -1.2717
C 2.4039 1.8052 -0.6493
Br 2.3838 2.1026 1.3351
H 4.3088 2.7123 -1.2376
H 4.4163 0.9726 -0.8252
H 1.9910 0.8059 -0.7874
H 1.7085 2.5362 -1.0618
*
```

=====

Computed, not measured: C5H6N2 as an isolated structure in a non-equilibrium geometry, with the ωB97M-V functional and the def2-TZVPD basis.

Properties
HOMO energy   -7.23 eV
F_max   0.0223 hartree/bohr
Orbital gap   0.2887 Eh
LUMO level   0.0230 Eh
Relative energy (zero: lowest compared OMol25 entry of this formula, charge and spin)   91.7 kcal per mole
Energy   -8258.384 eV

ORCA input file:
```
! RIJCOSX wB97M-V def2-TZVPD def2/J DEFGRID3
* xyz 0 1
N -1.1696 2.4943 -1.2061
C -1.0062 1.5718 -0.5285
C -0.8031 0.4072 0.3429
C -1.0709 -1.0123 -0.2544
C 0.2902 -1.3244 0.2853
C 1.7934 0.5539 0.2328
N 0.6290 -0.0467 0.4547
H -1.2758 0.5613 1.3175
H -1.0798 -0.9353 -1.3507
H -1.9392 -1.5733 0.0886
H 1.0225 -2.1199 0.2341
H 2.4862 -0.0119 -0.3725
H 2.1233 1.4353 0.7563
*
```

=====

Computed, not measured: C12H21LiNO2S as an isolated structure, with the ωB97M-V functional and the def2-TZVPD basis.

Properties
HOMO energy   -12.61 eV
F_max   0.0096 hartree/bohr
Orbital gap   0.3793 Eh
LUMO level   -0.0841 Eh
Energy   -29406.726 eV

ORCA input file:
```
! RIJCOSX wB97M-V def2-TZVPD def2/J DEFGRID3
* xyz 1 1
Li 0.1540 -0.8513 0.6729
O -0.0866 1.0117 0.9857
C -1.3742 1.2396 1.6125
C -1.2966 1.1325 3.1217
C -0.6958 -0.1910 3.6124
C -1.4151 -1.4087 3.0934
C -2.5763 -1.8652 3.7050
C -3.2096 -2.9891 3.2089
C -2.6655 -3.6366 2.1091
C -1.5190 -3.1136 1.5470
N -0.9005 -2.0206 2.0139
H 0.4668 1.7907 1.0886
H -2.0326 0.4772 1.1937
H -1.7593 2.2092 1.3001
H -2.3064 1.2651 3.5196
H -0.6985 1.9578 3.5163
H -0.7075 -0.2055 4.7025
H 0.3523 -0.2514 3.3162
H -2.9629 -1.3479 4.5738
H -4.1093 -3.3638 3.6792
H -3.1163 -4.5283 1.6969
H -1.0630 -3.5842 0.6836
C 1.6166 -4.0245 -2.1031
C 1.0058 -2.9032 -2.9265
S -0.4872 -2.2861 -2.1659
O -0.0166 -1.4978 -0.9598
C -0.9606 -1.0757 -3.4121
C -2.0034 -1.6473 -4.3615
H 2.5405 -4.3638 -2.5694
H 0.9421 -4.8781 -2.0314
H 1.8584 -3.6845 -1.0966
H 0.7174 -3.2296 -3.9289
H 1.6659 -2.0368 -3.0114
H -0.0588 -0.7493 -3.9319
H -1.3375 -0.2395 -2.8225
H -1.6329 -2.5290 -4.8872
H -2.2596 -0.9026 -5.1137
H -2.9135 -1.9260 -3.8315
*
```